# 1
Density functional theory data (ωB97M-V/def2-TZVPD) for C22H22CoI2N6O3S as an isolated structure.

```
57
Properties=species:S:1:pos:R:3:lowdin_spin:R:1
H 3.4732 -2.2061 -2.3852 0.000
C 1.4049 1.3458 -3.0664 0.000
C 0.3804 3.6335 -0.5441 0.003
S -0.4250 -2.4433 -2.1309 0.021
N -0.9219 -1.6200 0.9269 0.018
C -0.0925 -3.3245 2.3698 0.001
H -1.4032 -4.9952 2.6833 0.000
C 1.4031 4.4151 -1.0530 0.000
I 4.2436 5.0850 -1.8655 0.001
C 3.0225 2.7819 -0.3255 0.000
C -1.2707 -4.0369 2.1978 -0.001
C -1.0525 -1.5604 -4.6591 0.001
N 2.8060 -1.6156 -1.9127 0.000
H 0.7921 -0.3852 2.6087 0.000
C -1.9968 0.8101 -3.7136 -0.001
H 1.1684 5.3433 -1.5553 0.000
C -1.5612 -0.6403 -5.5388 -0.001
C 4.6702 -0.2366 -3.7728 0.000
C -2.0512 0.5798 -5.0575 0.000
N 3.3087 0.1206 -3.4624 0.000
H 5.3856 0.3018 -3.1446 0.000
H -3.2039 -4.0423 1.2387 0.000
H 3.3222 0.6213 1.1687 0.000
I -1.5920 4.2471 -0.7621 0.000
H 1.9198 -2.1098 -1.7313 0.000
H -0.6693 -2.5142 -4.9917 0.000
H 1.8720 1.0675 2.0605 0.000
C 2.7134 1.3800 -3.8502 0.000
H 2.0342 -1.6200 2.4060 0.000
H -2.4452 1.3424 -5.7116 0.000
C 1.1688 -1.1519 1.9291 0.000
H 2.1628 -1.0218 0.1383 -0.001
O 0.4829 2.0973 -3.2370 0.000
H -2.7671 -1.8770 0.0750 0.000
C -2.2740 -3.5147 1.3946 0.001
Co -0.0346 -0.1417 -0.5244 0.953
N -1.5072 -0.1209 -2.8638 0.000
H 2.5187 1.4253 -4.9226 0.000
N 1.4406 0.2610 -2.1927 0.012
H 4.0530 2.4642 -0.2079 0.000
O -1.5604 0.2205 -1.5683 -0.015
H 0.7078 -3.6941 2.9968 0.000
C 0.0269 -2.1013 1.7324 0.001
C 0.6312 2.3871 0.0556 0.002
C 2.7169 3.9772 -0.9709 0.004
H 4.8303 -1.3066 -3.6506 0.000
C -1.0146 -1.3176 -3.2709 0.001
H -1.5800 -0.8586 -6.5985 0.000
N 1.5282 -0.4453 0.6833 -0.011
C 2.2509 0.8193 1.0687 0.000
H 3.3076 2.2477 -3.5468 0.000
H -2.3032 1.7178 -3.2163 0.000
H 4.8718 0.0031 -4.8161 0.000
C 2.0026 2.0231 0.2085 0.002
O -0.2877 1.5708 0.4775 0.007
C -2.0477 -2.3072 0.7579 0.001
C 2.5181 -0.4322 -2.5197 0.002
```

Calculated values
**Total charge**: 0
**Frontier orbital gap (alpha / beta)**: 0.264 / 0.268 Eh
**E_HOMO (alpha / beta)**: -7.0 / -7.1 eV
**Calculated total energy**: -102918.4245 eV
**Energy relative to the best compared isomer or geometry (same formula, charge and spin)**: 29.0 kcal/mol
**LUMO (alpha / beta)**: 0.17 / 0.17 eV
**Spin multiplicity**: 2

=====

# 2
Density functional theory data (ωB97M-V/def2-TZVPD) for C22H22F5N5O5Pb as an isolated structure.

```
60
Properties=species:S:1:pos:R:3:mulliken_charge:R:1
C 4.8992 0.5261 -1.2258 0.066
O -2.5385 2.1458 2.6264 -0.636
C -3.0832 -0.5720 2.4632 -1.164
O 1.4911 -0.8722 1.6510 -0.338
H -2.5152 -0.0971 3.2603 0.364
O -1.8416 -2.4537 1.6628 -0.737
H 2.8830 -6.0214 -1.0832 0.394
F 5.3822 3.8849 -0.1147 -0.314
H -3.1041 1.5673 -2.3952 0.275
C 3.4195 2.6343 -0.2879 0.531
C -2.4740 0.7194 -2.0946 -0.861
H -1.0731 2.5665 -3.4587 0.285
C -2.0612 -1.2535 1.5235 0.706
N -1.0777 1.1193 -1.9104 0.483
C -5.0960 2.3958 0.1110 0.289
H 2.3350 -3.7115 -1.8411 0.427
N 1.3592 1.2604 -0.6009 0.020
N -4.0905 2.6543 1.0455 0.019
C -0.5387 1.6561 -3.1569 -1.132
H -1.4761 3.0387 -1.1067 0.734
H 6.6326 1.7990 -1.0530 0.504
F 2.8146 3.6905 0.2946 -0.320
O -5.5639 3.2730 -0.5750 -0.633
F 2.9422 -0.7535 -1.4357 -0.299
H 1.9933 -2.1916 3.1791 0.431
C 2.4886 -5.5513 0.9844 -0.260
C 1.8340 -3.2843 1.3433 0.912
Pb 0.3139 -0.7976 -0.7650 1.313
H -1.4723 1.6839 0.0409 -0.593
F -6.4070 0.5733 -0.7326 -0.349
C 2.6956 1.4652 -0.6430 -0.051
H 2.0552 -4.7186 2.9237 0.425
H 2.7029 -6.5451 1.3548 0.407
H 0.5174 1.8935 -3.0335 0.291
H 2.4095 -0.6957 1.4040 0.256
C 4.7866 2.7346 -0.4558 0.079
C -5.4450 0.9848 0.1031 0.384
C -0.9702 2.1039 -0.8274 0.123
H -0.6372 0.9174 -3.9531 0.329
C -3.4162 1.7781 1.8760 0.369
C 1.4104 -2.1623 2.2544 -0.914
C 2.1243 -4.5443 1.8577 -0.978
H -2.8562 0.3086 -1.1620 0.117
N 1.8921 -3.0201 0.0421 0.186
C -4.8062 0.0982 0.8773 -0.109
H -2.5382 -0.0455 -2.8702 0.322
H 0.4738 2.7942 0.5708 0.429
O -1.5678 -0.4542 0.6621 -0.581
H -3.7874 3.6140 1.1186 0.236
C 5.5656 1.6971 -0.9297 -0.549
C 2.2724 -3.9871 -0.7934 -0.359
C 2.5791 -5.2662 -0.3721 -0.755
C 3.5357 0.4228 -1.0894 0.228
H 0.3609 -2.3138 2.4982 0.268
H 0.8433 3.2341 -1.0965 0.623
H -3.7601 -1.3157 2.8767 0.338
F 5.5827 -0.5389 -1.6700 -0.313
N -3.8275 0.4608 1.7646 0.179
H -5.0496 -0.9544 0.8213 0.411
C 0.4788 2.4257 -0.4576 -1.503
```

Calculated values
**Total charge**: 0
**Frontier orbital gap**: 0.288 Eh
**E_HOMO**: -7.7 eV
**Calculated total energy**: -59695.2537 eV
**Energy relative to the best compared isomer or geometry (same formula, charge and spin)**: 1.1 kcal/mol
**LUMO**: 0.12 eV

=====

# 3
Density functional theory data (ωB97M-V/def2-TZVPD) for C22H22IN4OPdS2 as an isolated structure.

```
53
Properties=species:S:1:pos:R:3:mulliken_charge:R:1
I 0.4337 -2.4330 -5.0183 0.115
H -4.4791 0.2373 -1.6726 0.423
C -2.4385 0.3141 -0.8735 -0.165
Pd 0.7210 0.5769 -0.3989 0.432
C -0.4736 2.9985 -2.4219 -1.234
C 2.2825 -0.9391 3.6030 -0.707
H 1.5743 -1.6935 5.4762 0.419
C -0.0291 0.5708 3.5496 -0.819
C 0.8867 0.6526 2.5154 1.442
C 3.0254 -0.0142 1.3848 0.270
H 2.6401 -2.8545 -3.5837 0.519
C 1.3746 -1.0287 4.6466 -0.839
H -0.5067 -0.3424 5.4279 0.424
H 6.3715 -0.2854 0.8327 0.400
N 0.6170 1.5430 1.4014 -0.515
N -1.2373 -1.2991 0.5552 0.275
H 4.7276 -0.3734 2.6499 0.465
C 2.0122 -1.9730 -3.6583 -1.170
S -3.0870 2.0101 -2.6251 -0.177
H -0.0679 -3.8971 1.4354 0.322
H 5.6292 0.2243 -1.4789 0.439
H -0.6184 -3.4099 3.0355 0.447
H -0.7339 4.0052 -2.0931 0.384
H 1.0957 -2.1364 -0.4500 0.054
H -0.9299 1.1739 3.5221 0.388
H -0.3238 1.9161 1.4871 0.340
H 3.2490 0.6178 -1.9392 0.573
C 1.4206 -1.5656 -2.3453 0.515
C -0.3306 -3.0362 2.0545 -0.857
C 2.0592 -0.1030 2.5090 0.559
C 4.9062 0.1512 -0.6764 -0.794
H 2.5612 -1.1382 -4.0801 0.333
H 3.1729 -1.5537 3.6220 0.415
C 3.5594 0.3634 -0.9323 -0.577
C 5.3222 -0.1374 0.6159 -0.766
C 2.6049 0.2636 0.0780 0.131
C 4.3892 -0.2037 1.6356 -0.614
H 1.9941 -3.2776 -1.3950 0.226
H 1.2625 2.3300 1.4091 0.276
O 0.9209 -0.4346 -2.2200 -0.446
C -3.5417 -1.3528 0.6466 -0.739
C -2.4307 -0.7796 0.1081 0.162
C -3.5004 0.6845 -1.6340 -0.523
C 0.2095 -0.2774 4.6201 -0.723
N 1.4083 -2.4606 -1.3576 -0.112
H 0.4934 2.7269 -2.0010 0.169
C -1.4310 -2.2547 1.4170 0.369
C -1.5053 2.0143 -1.9815 0.578
N -1.3079 1.0842 -1.0807 0.340
S -3.0879 -2.5880 1.7316 -0.195
H -0.3884 3.0114 -3.5079 0.389
H 0.5450 -2.3978 2.1672 -0.052
H -4.5753 -1.1002 0.4798 0.432
```

Calculated values
**Total charge**: +1
**Frontier orbital gap**: 0.313 Eh
**E_HOMO**: -11.0 eV
**Calculated total energy**: -64426.8783 eV
**Energy relative to the best compared isomer or geometry (same formula, charge and spin)**: 0.0 kcal/mol
**LUMO**: -2.43 eV

=====

# 4
Density functional theory data (ωB97M-V/def2-TZVPD) for C22H22IrN3O2 as an isolated structure.

```
50
Properties=species:S:1:pos:R:3:lowdin_spin:R:1
H 1.2849 0.8706 -6.3912 0.000
C -1.0856 0.4319 -4.0270 0.000
H 2.0125 -1.5735 -2.2537 0.018
N -0.6371 -1.8391 -1.1377 0.021
H 2.8994 1.6384 -2.1471 0.000
N 1.5913 1.1200 -0.6565 0.002
C -3.0691 -1.4636 -0.8684 0.053
H -3.0902 -0.4012 -1.1298 0.020
O -1.6303 -0.3099 1.7190 -0.024
H 1.9312 -2.5369 -0.7873 0.010
Ir -0.2928 0.0681 0.0942 0.051
C -0.3806 0.8398 -2.8597 -0.001
H 3.2443 0.3794 2.2043 0.000
C -1.9242 -3.0634 -2.5576 0.121
C 1.8778 1.3405 -1.8916 0.001
C -1.9168 -2.1057 -1.5010 0.288
H -2.8042 -3.4626 -3.0188 0.002
C -1.4155 -1.3283 5.6848 0.000
C -2.6999 -0.8620 3.7069 -0.001
C -0.4756 0.3911 -5.2495 0.000
C 1.6369 -2.5096 -1.8359 0.048
H 2.0805 -3.3384 -2.3788 0.001
C 1.5659 1.2125 -4.3012 0.000
H 2.9102 -0.7581 0.8837 0.000
C 2.6003 1.3153 0.3566 0.001
N 1.2052 -0.0493 1.8109 -0.004
H -3.5568 -1.4422 5.5620 0.000
C 1.0173 1.1528 -3.0090 0.000
H -4.0030 -1.9261 -1.1739 0.000
C 0.8447 0.8352 -5.4065 0.000
C -0.2627 -0.6638 3.6522 0.000
H 1.8541 -0.5001 3.6931 -0.001
C 0.9901 -0.3918 3.0290 0.000
H -3.6419 -0.7891 3.1840 0.000
H 2.5920 1.5278 -4.4159 0.000
C 0.1693 -2.5590 -1.9357 0.283
H 0.6942 -1.0896 5.5149 0.000
C -1.5194 -0.5856 2.9567 -0.002
C -2.6453 -1.2286 5.0237 0.000
H 3.6041 1.3970 -0.0815 0.000
C 2.5640 0.1626 1.3688 0.000
C -0.2566 -1.0346 5.0059 0.000
O -0.9898 0.9054 -1.7441 -0.030
H -2.9590 -1.4863 0.2169 0.013
H -1.0181 0.0144 -6.1028 0.000
C -0.6150 -3.3474 -2.8342 0.126
H 2.3799 2.2520 0.8809 0.000
H -1.3759 -1.6335 6.7187 0.000
H -2.1164 0.1383 -3.8964 0.001
H -0.2157 -4.0255 -3.5603 0.003
```

Calculated values
**Total charge**: +1
**Frontier orbital gap (alpha / beta)**: 0.214 / 0.211 Eh
**E_HOMO (alpha / beta)**: -10.7 / -10.7 eV
**Calculated total energy**: -34566.6499 eV
**Energy relative to the best compared isomer or geometry (same formula, charge and spin)**: 38.2 kcal/mol
**LUMO (alpha / beta)**: -4.88 / -4.98 eV
**Spin multiplicity**: 2

=====

# 5
Density functional theory data (ωB97M-V/def2-TZVPD) for C22H22MoN5OS8 as an isolated structure.

```
59
Properties=species:S:1:pos:R:3:lowdin_spin:R:1
H -3.4930 0.2044 4.1717 0.000
S -1.8902 -5.5181 -1.0556 -0.005
H -0.5504 0.6460 -4.1399 0.000
C 2.8040 -2.9267 -1.2176 0.049
H 1.6957 0.9972 -4.7818 0.000
C -1.0666 5.3157 -0.5766 0.000
H 0.3307 -1.7061 4.4410 0.000
C -2.4104 0.0273 2.3359 -0.001
S -2.2357 -8.0318 -2.5936 0.096
C -2.5820 -0.1456 3.7018 -0.001
S -0.9743 -2.8482 -0.4542 0.246
H -0.1309 -1.3065 -2.7680 0.009
C 1.8353 1.8249 1.3424 0.020
H -1.4755 2.4041 1.9171 0.000
C -0.3096 -4.2337 -2.7843 0.130
C -1.2321 -0.4031 1.7356 0.005
C 1.5298 0.2781 -3.9679 0.001
S 2.2939 3.4145 1.9720 0.002
H -3.0261 2.6159 0.0097 0.000
S 3.7951 -4.1353 -1.5743 0.054
C -2.2385 3.3469 0.1448 0.000
H 2.6433 -2.7722 1.6071 0.000
C -0.3372 4.1424 1.4002 0.000
H 1.6816 -2.9339 3.0826 -0.001
C -2.0882 4.3870 -0.7589 0.000
C -0.1977 5.1906 0.4940 0.000
S 0.5882 -3.0846 -3.5909 0.308
H -2.7530 4.4705 -1.6095 0.000
C -0.2555 -1.0572 2.4888 -0.002
H -3.1733 0.4947 1.7247 0.000
N 2.5965 0.2420 -2.9819 0.010
H 2.9525 1.1578 -2.7447 0.000
H 0.8354 4.8853 3.0578 0.000
C -1.5936 -6.5293 -2.4207 0.014
C 0.1968 0.6196 -3.3405 0.001
H -1.1737 -0.2401 -2.0895 0.005
C -1.5975 -0.7611 4.4687 -0.001
H 0.2806 3.2067 3.2323 0.000
N 2.0834 -2.0348 -0.9491 0.007
H 1.0682 -3.5839 1.5560 0.003
H 3.3617 -0.3526 -3.2614 0.000
C 0.6419 3.9525 2.5255 0.002
H -0.9453 6.1324 -1.2772 0.000
C 1.6304 -2.7634 2.0028 0.001
H 1.4574 -0.7143 -4.4218 0.001
Mo 0.7813 -0.6746 -0.3129 0.883
H 0.2230 1.6064 -2.8733 0.000
S -0.5416 -5.7899 -3.5673 -0.015
C -0.9528 -4.1182 -1.5378 0.156
H 0.6138 5.8985 0.6207 0.000
N 1.9475 0.7963 2.0934 -0.002
S 1.3131 1.6648 -0.3147 -0.019
N 1.7963 -0.3714 1.4032 0.012
C -1.3676 3.2289 1.2207 0.000
C 0.9796 -1.4321 1.7314 -0.019
H -1.7335 -0.8854 5.5348 0.000
O -0.9987 -0.1974 0.4255 0.033
C -0.4394 -1.2222 3.8527 -0.001
N -0.1928 -0.3776 -2.3289 0.017
```

Calculated values
**Total charge**: -1
**Frontier orbital gap (alpha / beta)**: 0.254 / 0.224 Eh
**E_HOMO (alpha / beta)**: -4.8 / -5.4 eV
**Calculated total energy**: -121210.8419 eV
**Energy relative to the best compared isomer or geometry (same formula, charge and spin)**: 34.0 kcal/mol
**LUMO (alpha / beta)**: 2.14 / 0.70 eV
**Spin multiplicity**: 3